# 1
DFT (the ωB97M-V functional and the def2-TZVPD basis) results for the molecule C21H19FN4O2.

Results
Frontier orbital gap   9.5 eV
Relative energy (zero: lowest compared OMol25 entry of this formula, charge and spin)   0.0 kJ/mol
Molar mass   378.41 Da
Strongest force on any atom   0.026 Eh/bohr
LUMO   0.6707 eV

```
! RIJCOSX wB97M-V def2-TZVPD def2/J DEFGRID3
* xyz 0 1
C -6.60 -2.96 -1.44
C -6.13 -1.78 -0.68
C -5.52 -0.62 -1.09
C -5.31 0.13 0.08
N -5.76 -0.54 1.13
N -6.25 -1.68 0.67
C -6.83 -2.64 1.56
H -6.75 -2.23 2.57
H -6.29 -3.59 1.51
H -7.88 -2.81 1.32
C -4.67 1.47 0.21
N -3.30 1.45 -0.24
C -2.28 1.92 0.52
O -2.44 2.45 1.60
C -0.92 1.75 -0.09
C 0.14 1.58 0.79
C 1.40 1.45 0.24
C 1.62 1.50 -1.16
C 0.55 1.70 -2.03
C -0.71 1.82 -1.47
H -1.54 2.00 -2.13
H 0.71 1.76 -3.09
N 2.97 1.35 -1.38
C 3.49 1.23 -0.20
O 2.61 1.27 0.83
C 4.93 1.00 0.10
C 5.27 -0.46 -0.08
C 5.87 -1.19 0.94
C 6.19 -2.52 0.80
C 5.91 -3.16 -0.40
C 5.31 -2.45 -1.43
C 5.00 -1.11 -1.27
H 4.53 -0.56 -2.07
H 5.09 -2.95 -2.37
H 6.16 -4.20 -0.52
H 6.65 -3.05 1.62
F 6.15 -0.58 2.11
H 5.13 1.32 1.12
H 5.52 1.60 -0.60
H -0.03 1.56 1.85
H -3.10 0.93 -1.08
H -4.67 1.78 1.26
H -5.24 2.21 -0.38
H -5.27 -0.34 -2.10
H -6.09 -3.87 -1.10
H -6.40 -2.83 -2.50
H -7.67 -3.11 -1.30
*
```

=====

# 2
DFT (the ωB97M-V functional and the def2-TZVPD basis) results for the molecule C21H19N3O4S.

Results
Frontier orbital gap   8.8 eV
Relative energy (zero: lowest compared OMol25 entry of this formula, charge and spin)   214.6 kJ/mol
Molar mass   409.47 Da
Strongest force on any atom   0.025 Eh/bohr
LUMO   0.5205 eV

```
! RIJCOSX wB97M-V def2-TZVPD def2/J DEFGRID3
* xyz 0 1
C 1.82 3.87 -1.26
H 1.06 4.43 -1.82
O 1.33 3.44 -0.01
C 0.22 2.64 0.00
C -0.43 2.22 -1.15
C -1.57 1.44 -1.08
C -2.12 1.12 0.15
C -1.49 1.54 1.30
C -0.30 2.26 1.25
O 0.23 2.58 2.47
C 1.64 2.63 2.63
C 2.33 1.44 2.05
C 3.46 1.39 1.29
O 3.72 0.11 0.96
N 2.76 -0.69 1.50
C 1.93 0.07 2.16
C 0.76 -0.49 2.88
H 0.50 0.14 3.72
H 0.99 -1.50 3.22
H -0.09 -0.55 2.20
C 4.42 2.43 0.83
H 5.26 2.48 1.52
H 3.92 3.39 0.81
H 4.79 2.18 -0.15
H 2.05 3.54 2.19
H 1.78 2.67 3.71
H -1.89 1.31 2.27
H -3.04 0.56 0.21
C -2.25 1.04 -2.34
O -2.54 1.80 -3.23
N -2.61 -0.29 -2.43
C -2.05 -1.34 -1.77
N -0.98 -1.32 -1.07
C -0.67 -2.55 -0.56
C 0.44 -2.85 0.22
C 0.62 -4.15 0.65
C -0.29 -5.15 0.32
C -1.40 -4.87 -0.46
C -1.58 -3.58 -0.90
S -2.85 -2.93 -1.90
H -2.11 -5.65 -0.73
H -0.13 -6.16 0.67
H 1.48 -4.39 1.25
H 1.16 -2.08 0.47
H -3.22 -0.52 -3.21
H -0.05 2.48 -2.12
H 2.19 3.03 -1.86
H 2.66 4.54 -1.04
*
```